The following is a DFT calculation (ωB97M-V/def2-TZVPD) of a single C8H8N2O3 molecule.

Last column: Löwdin charge in e.
Element x y z (Å)
C  1.55  -1.40  -0.92  0.04
C  0.35  -1.02  -0.57  -0.16
C  -0.10  0.33  -0.25  0.05
C  -1.82  0.56  0.22  -0.02
C  -2.56  -0.64  0.72  -0.02
N  -2.44  1.62  -0.42  -0.42
O  -3.63  1.71  -0.18  0.07
O  -1.81  2.36  -1.14  0.08
C  0.80  1.36  0.02  -0.40
N  2.01  1.40  -0.42  0.15
C  2.43  2.62  -0.07  -0.11
C  1.43  3.26  0.64  -0.10
O  0.42  2.44  0.71  0.09
H  1.53  -2.37  -1.24  0.02
H  2.52  -0.77  -1.00  0.10
H  -0.48  -1.73  -0.58  0.10
H  -3.39  -0.26  1.17  0.05
H  -1.73  -1.16  1.17  0.08
H  -2.90  -1.15  -0.21  0.12
H  3.46  3.08  -0.30  0.14
H  1.36  4.27  1.15  0.15

The structure (SMILES) is C=C/C(=C(\C)[N+](=O)[O-])c1ncco1. Its HOMO energy (spin up / spin down) is -7.94 / -9.23 eV. The gap between HOMO and LUMO (spin up / spin down) comes out at 6.3066 / 7.8521 eV. The calculation puts the LUMO energy (spin up / spin down) at -0.060 / -0.051 hartree. Its spin multiplicity is 1. The energy above the lowest of the compared OMol25 structures with the same formula, charge and spin comes out at 755.9 kJ/mol. Its strongest force on any atom is 6.8 eV/Å.

---

The following is a DFT calculation (ωB97M-V/def2-TZVPD) of a molecular structure, C5H8O2.

Last column: Löwdin charge in e.
Element x y z (Å)
O  0.18  -2.02  -1.10  -0.05
C  0.77  -0.73  -1.03  -0.24
C  0.12  -0.12  0.17  -0.28
C  0.44  -0.04  1.47  0.06
C  -0.93  0.44  1.81  -0.38
O  -1.54  0.66  2.82  0.09
C  -1.29  0.43  0.30  -0.05
H  0.39  -2.40  -1.95  0.09
H  1.86  -0.79  -0.92  0.13
H  0.55  -0.15  -1.94  0.11
H  0.68  1.96  -1.09  0.08
H  1.34  -0.29  2.03  0.12
H  0.98  1.88  -0.41  0.08
H  -2.08  -0.26  0.00  0.12
H  -1.48  1.42  -0.14  0.10

Its HOMO energy is -9.57 eV. The gap between HOMO and LUMO comes out at 9.8960 eV. The calculation puts the LUMO energy at 0.012 hartree. Its spin multiplicity is 1. The energy above the lowest of the compared OMol25 structures with the same formula, charge and spin comes out at 297.0 kJ/mol. Its strongest force on any atom is 0.7 eV/Å.

---

The following is a DFT calculation (ωB97M-V/def2-TZVPD) of 3 unconnected molecules or ions with the total composition C4H16NO3.

Last column: Löwdin charge in e.
Element x y z (Å)
C  1.49  -0.56  0.56  -0.18
O  1.86  -0.55  1.94  -0.05
C  0.29  0.37  0.43  -0.27
C  -0.54  0.13  -0.82  -0.21
C  -1.28  1.34  -1.42  -0.09
N  -0.57  0.11  1.66  0.21
H  2.29  -0.17  -0.05  0.13
H  1.21  -1.59  0.30  0.14
H  2.81  -0.59  2.08  0.11
H  0.63  1.39  0.55  0.16
H  0.07  -0.36  -1.57  0.11
H  -1.30  -0.63  -0.61  0.10
H  -1.17  1.32  -2.50  0.07
H  -2.34  1.28  -1.18  0.08
H  -0.91  2.32  -1.14  0.08
H  -0.66  -0.91  1.84  0.12
H  -1.53  0.44  1.56  0.17
H  -0.15  0.54  2.48  0.16
H  -2.07  -2.73  0.59  0.07
H  -1.47  -3.09  1.98  0.07
O  -1.88  -2.38  1.47  -0.04
H  2.09  1.77  -2.12  0.05
H  1.77  0.94  -3.30  0.06
O  1.36  1.61  -2.73  -0.04

Its HOMO energy is -14.79 eV. The gap between HOMO and LUMO comes out at 11.8674 eV. The calculation puts the LUMO energy at -0.107 hartree. As for the total charge: +1. Its spin multiplicity is 1. The energy above the lowest of the compared OMol25 structures with the same formula, charge and spin comes out at 69.6 kJ/mol. Its strongest force on any atom is 1.0 eV/Å.

---

The following is a DFT calculation (ωB97M-V/def2-TZVPD) of a molecular structure, C3H4OS.

Last column: Löwdin charge in e.
Element x y z (Å)
C  0.59  -0.02  0.04  -0.21
C  1.27  1.03  0.16  -0.03
C  -0.26  -1.15  -0.16  -0.34
O  -2.43  0.49  -0.69  -0.64
S  -1.78  -0.06  0.50  0.84
H  0.94  1.87  0.82  0.08
H  2.42  1.18  0.00  0.11
H  -0.53  -1.35  -1.25  0.11
H  -0.22  -1.98  0.60  0.09

Its HOMO energy (spin up / spin down) is -7.68 / -7.60 eV. The gap between HOMO and LUMO (spin up / spin down) comes out at 7.3691 / 7.2487 eV. The calculation puts the LUMO energy (spin up / spin down) at -0.012 / -0.013 hartree. Its spin multiplicity is 1. The energy above the lowest of the compared OMol25 structures with the same formula, charge and spin comes out at 383.9 kJ/mol. Its strongest force on any atom is 5.2 eV/Å.

---

The following is a DFT calculation (ωB97M-V/def2-TZVPD) of a single C19H19N2O3PS2 molecule.

Last column: Löwdin charge in e.
Element x y z (Å)
C  -3.16  0.12  4.04  -0.08
C  -3.05  1.56  3.61  -0.25
O  -2.36  1.68  2.29  -0.23
P  -1.60  3.12  2.05  0.63
O  -2.25  4.21  2.86  -0.30
C  0.12  3.10  2.53  -0.14
C  0.76  1.90  1.81  -0.32
C  1.56  2.06  0.67  0.00
C  2.05  0.93  -0.02  -0.03
C  1.86  -0.35  0.50  -0.19
C  2.50  -1.54  -0.16  -0.42
N  3.45  -1.19  -1.08  0.12
C  4.03  -2.31  -1.57  -0.36
C  5.21  -2.31  -2.18  -0.04
C  5.77  -3.53  -2.57  -0.06
C  4.98  -4.70  -2.34  -0.10
C  3.92  -4.73  -1.48  -0.13
C  3.42  -3.50  -1.09  -0.50
S  2.21  -3.31  0.11  1.08
C  1.13  -0.41  1.73  0.01
C  0.55  0.73  2.34  -0.08
N  -1.77  3.64  0.44  -0.13
C  -2.18  2.69  -0.59  -0.25
C  -2.23  3.39  -1.96  -0.42
S  -0.87  4.69  -1.94  0.95
C  -0.97  4.62  -0.10  -0.76
O  -0.30  5.42  0.49  0.00
H  -3.25  0.15  5.17  0.10
H  -2.25  -0.46  3.68  0.09
H  -3.99  -0.37  3.52  0.07
H  -4.01  1.91  3.48  0.09
H  -2.55  2.17  4.36  0.11
H  0.64  4.02  2.23  0.11
H  0.19  2.93  3.56  0.09
H  1.62  3.12  0.22  0.14
H  2.65  1.20  -0.85  0.10
H  5.65  -1.28  -2.27  0.14
H  6.63  -3.64  -3.21  0.10
H  5.36  -5.77  -2.68  0.14
H  3.47  -5.61  -1.13  0.09
H  0.98  -1.34  2.24  0.09
H  0.13  0.76  3.36  0.13
H  -3.18  2.16  -0.23  0.16
H  -1.30  1.92  -0.67  0.14
H  -3.21  3.84  -2.08  0.07
H  -2.04  2.66  -2.73  0.06

The structure (SMILES) is CCO[P@@](=O)(Cc1ccc(-c2nc3ccccc3s2)cc1)N1CCSC1=O. Its HOMO energy is -8.44 eV. The gap between HOMO and LUMO comes out at 8.2467 eV. The calculation puts the LUMO energy at -0.007 hartree. Its spin multiplicity is 1. Its strongest force on any atom is 5.4 eV/Å.

---

The following is a DFT calculation (ωB97M-V/def2-TZVPD) of a single C21H29ClN2O3 molecule.

Last column: Löwdin charge in e.
Element x y z (Å)
C  -2.65  -1.31  3.49  -0.11
O  -3.36  -1.17  2.29  -0.18
C  -2.65  -0.44  1.31  -0.21
C  -3.48  -0.43  0.03  -0.27
C  -3.48  -1.81  -0.64  -0.11
C  -2.50  -1.85  -1.82  -0.13
N  -1.30  -1.08  -1.53  -0.03
C  -0.11  -1.71  -1.49  -0.43
O  -0.01  -2.92  -1.66  0.06
C  1.14  -0.88  -1.21  -0.18
C  2.33  -1.39  -2.04  -0.12
C  3.43  -1.99  -1.16  -0.08
C  3.82  -1.04  -0.06  -0.46
O  4.96  -0.70  0.18  0.06
N  2.76  -0.58  0.64  -0.05
C  2.98  0.30  1.77  -0.13
C  3.20  1.76  1.34  -0.12
C  2.00  2.34  0.66  -0.23
C  1.98  2.55  -0.71  -0.04
C  0.87  3.08  -1.34  -0.11
C  -0.25  3.41  -0.59  -0.69
Cl  -1.64  4.08  -1.36  0.69
C  -0.26  3.20  0.78  -0.11
C  0.86  2.67  1.40  -0.03
C  1.43  -1.03  0.30  -0.10
C  -1.52  0.34  -1.34  -0.15
C  -2.97  0.62  -0.95  -0.14
H  -3.28  -1.88  4.17  0.09
H  -2.43  -0.33  3.94  0.09
H  -1.70  -1.84  3.34  0.09
H  -2.47  0.59  1.67  0.13
H  -1.67  -0.92  1.13  0.12
H  -4.50  -0.17  0.33  0.15
H  -4.48  -2.05  -1.02  0.12
H  -3.21  -2.56  0.10  0.12
H  -2.18  -2.87  -2.02  0.12
H  -2.96  -1.44  -2.72  0.13
H  0.97  0.18  -1.43  0.11
H  1.98  -2.16  -2.73  0.11
H  2.75  -0.57  -2.62  0.12
H  3.07  -2.92  -0.71  0.13
H  4.31  -2.22  -1.76  0.12
H  2.14  0.22  2.45  0.12
H  3.89  -0.04  2.27  0.13
H  4.06  1.79  0.67  0.12
H  3.43  2.34  2.24  0.12
H  2.86  2.30  -1.29  0.12
H  0.87  3.26  -2.40  0.11
H  -1.13  3.46  1.36  0.11
H  0.86  2.52  2.47  0.12
H  0.71  -0.45  0.88  0.12
H  1.31  -2.09  0.57  0.14
H  -0.87  0.71  -0.54  0.10
H  -1.27  0.89  -2.26  0.13
H  -3.61  0.62  -1.84  0.12
H  -3.02  1.62  -0.52  0.09

The structure (SMILES) is COCC1CCN(C(=O)[C@@H]2CCC(=O)N(CCc3ccc(Cl)cc3)C2)CC1. Its HOMO energy is -9.07 eV. The gap between HOMO and LUMO comes out at 9.6182 eV. The calculation puts the LUMO energy at 0.020 hartree. Its spin multiplicity is 1. The energy above the lowest of the compared OMol25 structures with the same formula, charge and spin comes out at 0.0 kJ/mol. Its strongest force on any atom is 0.5 eV/Å.

---

What is the formula in the third record?
C4H16NO3

---

Which value of strongest force on any atom does entry 3 give?
1.0 eV/Å

---

Among the records above, which one has the lowest strongest force on any atom?
C21H29ClN2O3